Entry 1:
The following is a DFT calculation (the ωB97M-V functional and the def2-TZVPD basis) of a structure of composition C34H39CaCl3FN5O3S.

Summary:
Total charge: 0
E_LUMO (spin up / spin down): -0.0231 / -0.0270 hartree
E_HOMO (spin up / spin down): -7.4 / -7.4 eV

Element x y z (Å)
Ca (-0.101, -0.100, 0.441)
C (-3.488, 0.892, 0.319)
C (-3.900, 0.316, 1.662)
C (-3.242, -0.959, 2.132)
C (-3.820, -1.637, 3.205)
C (-3.271, -2.826, 3.642)
C (-2.163, -3.331, 2.979)
C (-1.655, -2.603, 1.924)
N (-2.159, -1.432, 1.512)
N (-2.174, 1.554, 0.276)
C (-2.084, 2.599, 1.305)
C (-1.527, 2.127, 2.626)
C (-1.920, 2.744, 3.809)
C (-1.367, 2.322, 5.006)
C (-0.444, 1.287, 4.993)
C (-0.105, 0.723, 3.777)
N (-0.629, 1.141, 2.618)
C (-2.006, 2.132, -1.063)
C (-0.661, 2.777, -1.250)
C (-0.454, 3.685, -2.277)
C (0.810, 4.223, -2.447)
C (1.823, 3.856, -1.574)
C (1.529, 2.942, -0.578)
N (0.321, 2.396, -0.424)
H (-4.257, 1.627, 0.037)
H (-3.497, 0.117, -0.447)
H (-4.972, 0.110, 1.595)
H (-3.813, 1.066, 2.453)
H (-4.700, -1.221, 3.680)
H (-3.706, -3.357, 4.479)
H (-1.688, -4.257, 3.270)
H (-0.802, -2.972, 1.378)
H (-3.066, 3.063, 1.475)
H (-1.431, 3.394, 0.948)
H (-2.656, 3.538, 3.783)
H (-1.661, 2.788, 5.938)
H (0.004, 0.916, 5.904)
H (0.597, -0.101, 3.697)
H (-2.810, 2.846, -1.293)
H (-2.111, 1.344, -1.819)
H (-1.269, 3.922, -2.949)
H (1.002, 4.917, -3.255)
H (2.827, 4.250, -1.665)
H (2.293, 2.621, 0.119)
C (3.252, -3.029, -0.088)
C (1.761, -2.999, 0.216)
C (1.136, -4.361, -0.045)
O (1.101, -1.994, -0.578)
C (1.549, -2.554, 1.689)
O (1.778, -3.376, 2.564)
O (1.144, -1.349, 1.849)
H (3.414, -3.281, -1.140)
H (3.739, -3.784, 0.527)
H (3.717, -2.064, 0.116)
H (1.410, -4.720, -1.040)
H (0.047, -4.302, 0.004)
H (1.486, -5.073, 0.699)
H (1.169, -2.183, -1.520)
Cl (0.783, -0.902, -5.584)
C (0.712, 0.485, -4.597)
Cl (-1.874, 1.274, -4.579)
Cl (1.528, 1.883, -5.128)
C (0.451, 0.323, -3.238)
N (0.261, 0.177, -2.107)
F (5.456, 2.168, -4.165)
C (5.086, 1.784, -2.925)
C (4.098, 0.822, -2.784)
C (3.722, 0.445, -1.514)
C (4.324, 1.012, -0.359)
C (3.890, 0.641, 0.922)
C (5.338, 1.982, -0.564)
C (5.712, 2.369, -1.834)
H (3.640, 0.397, -3.667)
H (2.937, -0.291, -1.387)
H (4.338, 1.054, 1.815)
H (3.071, -0.062, 1.021)
H (5.818, 2.429, 0.298)
H (6.482, 3.110, -2.000)
C (-2.131, -2.275, -3.446)
S (-2.335, -1.873, -1.708)
C (-3.191, -3.358, -1.155)
H (-1.400, -3.072, -3.591)
H (-1.808, -1.362, -3.946)
H (-3.087, -2.563, -3.882)
H (-4.095, -3.511, -1.744)
H (-3.473, -3.220, -0.111)
H (-2.557, -4.242, -1.232)

***

Entry 2:
The following is a DFT calculation (the ωB97M-V functional and the def2-TZVPD basis) of a structure of composition C34H39CeN2O4.

Summary:
Total charge: +1
E_LUMO (spin up / spin down): -0.1697 / -0.1698 hartree
E_HOMO (spin up / spin down): -11.2 / -11.2 eV

Element x y z (Å)
O (0.549, 0.168, -6.204)
C (0.569, 1.417, -6.987)
C (0.459, 0.707, -8.323)
H (1.501, 1.971, -6.831)
H (-0.293, 2.044, -6.743)
C (0.481, -0.578, -7.455)
H (1.333, 0.791, -8.969)
H (-0.470, 0.892, -8.859)
C (1.761, -1.332, -7.688)
H (2.613, -0.659, -7.530)
H (1.794, -1.725, -8.708)
H (1.828, -2.159, -6.978)
C (-0.753, -1.442, -7.585)
H (-1.675, -0.887, -7.378)
H (-0.677, -2.279, -6.882)
H (-0.808, -1.853, -8.600)
Ce (0.086, -0.094, -0.247)
C (-2.208, -0.855, 0.770)
C (-2.255, 0.554, 0.976)
C (-2.371, 1.193, -0.299)
H (-2.279, 1.072, 1.935)
C (-2.429, 0.177, -1.299)
C (-2.330, -1.100, -0.637)
H (-2.400, -2.072, -1.140)
H (-2.145, -1.612, 1.548)
H (-2.453, 2.271, -0.477)
H (-2.601, 0.338, -2.369)
C (1.175, -2.222, 0.795)
C (0.213, -2.713, -0.137)
C (0.630, -2.332, -1.458)
H (-0.658, -3.320, 0.118)
C (1.869, -1.613, -1.336)
C (2.213, -1.554, 0.058)
H (3.121, -1.118, 0.481)
H (1.158, -2.388, 1.877)
H (0.133, -2.581, -2.400)
H (2.448, -1.188, -2.164)
O (1.350, 1.197, -3.389)
C (0.034, 0.717, -3.752)
C (-0.838, 1.895, -4.216)
H (-0.530, 0.190, -2.953)
H (0.238, -0.052, -4.503)
C (0.018, 3.146, -4.009)
H (-1.732, 1.931, -3.579)
H (-1.129, 1.738, -5.250)
C (1.170, 2.622, -3.132)
H (-0.559, 4.004, -3.601)
H (0.496, 3.484, -4.955)
H (0.901, 2.772, -2.059)
H (2.139, 3.111, -3.314)
O (1.204, 1.990, 0.800)
C (1.041, 1.523, 1.968)
N (1.265, 2.102, 3.175)
C (0.853, 1.256, 4.264)
C (0.413, -0.006, 3.501)
O (0.022, -1.075, 3.961)
N (0.542, 0.265, 2.154)
C (2.058, 1.035, 5.149)
C (2.920, -0.031, 4.930)
C (4.051, -0.202, 5.736)
C (4.338, 0.723, 6.756)
C (3.522, 1.854, 6.909)
C (2.408, 2.026, 6.084)
C (-0.349, 1.850, 4.999)
C (-0.692, 1.366, 6.268)
C (-1.726, 1.958, 7.004)
C (-2.460, 3.014, 6.446)
C (-2.156, 3.459, 5.154)
C (-1.091, 2.886, 4.436)
H (1.729, 2.991, 3.295)
H (2.713, -0.744, 4.125)
H (4.705, -1.073, 5.572)
H (5.190, 0.559, 7.428)
H (3.745, 2.606, 7.682)
H (1.805, 2.936, 6.154)
H (-0.126, 0.533, 6.689)
H (-1.948, 1.599, 8.012)
H (-3.262, 3.494, 7.017)
H (-2.724, 4.266, 4.683)
H (-0.829, 3.287, 3.453)